Version P
This record from OMol25 describes a molecular structure, C3H6NO2. The level of theory is ωB97M-V/def2-TZVPD.

CARTESIAN COORDINATES (ANGSTROEM)
C: -0.77233 -0.08756 1.45321
C: -1.36259 -0.53567 0.11516
C: 0.13404 0.68321 -0.37032
N: 1.36084 -0.00472 -0.75475
O: -1.23557 -0.12787 2.51752
O: 0.28669 0.73720 1.00053
H: -1.35411 -1.43769 -0.29575
H: -2.28780 -0.12926 -0.18797
H: -0.03815 1.50661 -1.00440
H: 1.68918 -0.47984 0.16242
H: 2.17908 0.59360 -1.11829
H: 1.40073 -0.71799 -1.51737

As for the spin multiplicity: 1. As for the LUMO energy: -4.135 eV. The net charge is +1. The value obtained for the orbital gap is 11.44 eV.

Okay, here come the Löwdin numbers, in e, for every atom: -0.428, 0.211, -0.150, 0.194, 0.246, 0.010, 0.050, 0.102, 0.141, 0.220, 0.214, 0.191

***

Version Q
This record from OMol25 describes a gas-phase ion, C3H6NO2 (charge +1). The level of theory is ωB97M-V/def2-TZVPD.

CARTESIAN COORDINATES (ANGSTROEM)
C: -1.06400 -0.79353 -0.03956
C: -1.56118 0.46048 -0.09369
C: 1.08486 0.28014 0.50550
N: 0.50831 -0.86950 -0.08644
O: -0.97349 1.54853 0.01212
O: 1.96822 0.72162 -0.28132
H: -1.61385 -1.62491 -0.57488
H: -2.63453 0.61187 -0.14707
H: 0.53242 0.75352 1.35155
H: 0.82432 -1.70814 0.42672
H: 0.81275 -1.03299 -1.01352
H: 2.11618 1.65291 -0.05940

As for the spin multiplicity: 1. As for the LUMO energy (alpha / beta): -6.639 / -6.641 eV. The net charge is +1. The value obtained for the orbital gap (alpha / beta) is 6.60 / 6.60 eV.

Okay, here come the Löwdin numbers, in e, for every atom: -0.036, -0.358, -0.023, 0.119, -0.001, 0.245, 0.133, 0.143, 0.205, 0.209, 0.172, 0.190

***

Version R
This record from OMol25 describes 2 unconnected molecules or ions with the total composition C3H6NO2. The level of theory is ωB97M-V/def2-TZVPD.

CARTESIAN COORDINATES (ANGSTROEM)
C: 0.89308 0.55240 1.55731
C: -1.22661 -1.74658 -0.38443
C: 0.06035 1.20572 -0.62377
N: 0.52520 1.24437 0.55121
O: 0.75623 1.07060 -1.68149
O: -0.31470 -0.93060 -0.22250
H: 1.46209 1.13185 2.27537
H: -2.27848 -1.36421 -0.24846
H: -1.07183 -2.84391 -0.63702
H: 0.55458 -0.61045 1.70452
H: -1.01841 1.59918 -0.57252
H: 1.65849 0.69164 -1.71822

As for the spin multiplicity: 1. As for the LUMO energy: -4.413 eV. The net charge is +1. The value obtained for the orbital gap is 10.58 eV.

Okay, here come the Löwdin numbers, in e, for every atom: 0.141, 0.012, -0.243, 0.078, 0.197, -0.108, 0.106, 0.116, 0.125, 0.173, 0.215, 0.187

***

Version S
This record from OMol25 describes a gas-phase ion, C3H6NO2 (charge +1). The level of theory is ωB97M-V/def2-TZVPD.

CARTESIAN COORDINATES (ANGSTROEM)
C: 0.27061 -2.02578 0.26947
C: 1.14202 0.23083 -1.01095
C: -1.28912 1.27044 0.06730
N: 0.48651 -0.46180 -0.11624
O: 0.74644 -2.45140 1.26648
O: -0.65344 0.06288 0.40067
H: 0.84976 1.27326 -1.40400
H: 1.92124 -0.40326 -1.46307
H: -2.27970 1.20490 0.61152
H: -1.47886 1.36949 -1.08086
H: -0.96007 2.21902 0.37825
H: 1.24460 -2.28857 2.08144

As for the spin multiplicity: 1. As for the LUMO energy: -4.690 eV. The net charge is +1. The value obtained for the orbital gap is 10.06 eV.

Okay, here come the Löwdin numbers, in e, for every atom: 0.081, 0.169, -0.055, -0.111, 0.236, -0.137, 0.148, 0.121, 0.133, 0.138, 0.076, 0.201

***

Ordering by calculated energy gives the sequence version P, version R, version Q, version S, with the first entry being the most stable.